1.
C16B4BaO32 as an isolated structure, computed with ωB97M-V/def2-TZVPD.

Charge: -2
E_LUMO in eV: 2.077
Orbital gap in eV: 7.731

```
53
Properties=species:S:1:pos:R:3:forces:R:3
Ba -20.7075 13.8965 13.8319 0.7 0.9 -1.4
O -21.9854 20.3093 7.9215 0.2 -0.5 0.0
O -22.5755 13.1911 15.5478 0.7 0.2 -0.2
O -22.9328 14.0104 8.8776 0.7 -0.3 0.5
O -17.7897 13.8602 10.5872 -0.9 0.2 0.1
O -16.3426 18.1718 12.8295 0.3 0.4 -0.7
O -16.3406 17.4417 14.9280 -0.5 -0.4 -0.2
O -20.2411 17.3231 7.5279 -0.3 0.6 0.7
O -18.2750 17.1183 12.0665 0.0 -0.6 0.4
O -22.1031 18.2047 8.6701 -0.1 -0.6 0.7
O -23.4703 12.3600 17.4390 0.4 0.8 -1.6
O -24.1207 15.5612 16.3272 0.3 -0.2 0.3
O -17.2598 21.2382 10.2325 -0.5 -0.2 -0.2
O -17.7500 10.4150 10.8963 -0.2 -0.3 0.1
O -22.0926 15.8923 8.0696 -0.2 -0.3 -0.8
O -16.0629 19.0642 8.6104 0.2 0.1 0.2
O -20.7764 16.5226 9.8345 0.1 -0.5 1.2
O -21.2147 14.7413 11.1695 0.1 0.0 1.1
O -18.8255 16.0498 13.9456 -0.2 -1.1 0.2
O -24.8209 14.2139 17.9765 -0.1 -0.5 0.6
O -25.0844 11.3246 21.3816 0.1 0.1 0.2
O -24.2359 12.5571 19.6858 0.3 0.3 0.1
O -14.9244 15.0127 7.2841 -0.1 0.2 0.0
O -18.0552 13.8262 8.1150 -1.1 -0.6 0.8
O -17.5954 14.8672 6.1370 -0.8 -0.4 0.2
O -15.9242 14.0890 9.0703 -0.7 -0.2 0.1
O -25.8325 12.0024 18.0517 0.5 0.3 0.1
O -27.1652 10.7738 19.3987 -0.2 0.0 -0.2
O -17.8524 19.4711 11.4885 -0.8 -0.4 1.1
O -18.9402 12.7896 12.1790 -0.3 0.2 0.5
O -19.5865 19.2527 6.5423 -0.1 0.1 -0.3
O -16.5942 17.8317 10.3952 -0.4 -0.4 1.5
O -17.0811 11.9829 9.4080 -0.2 -0.4 -0.3
C -16.7954 17.4773 13.8137 0.3 -0.6 1.1
C -25.1113 11.7600 20.2746 -0.5 -0.2 -0.7
C -24.0924 14.5395 16.9630 0.1 0.9 -1.6
C -21.3312 15.3811 10.1457 0.7 0.3 -0.6
C -21.5753 19.1791 7.9809 0.0 1.4 -0.7
C -16.5542 18.9460 9.6947 -0.1 0.5 -1.7
C -15.9022 14.6263 7.8450 0.2 -0.5 -0.1
C -17.3178 20.0624 10.4460 1.4 0.0 0.1
C -17.6943 11.5281 10.4738 0.2 1.1 -0.2
C -18.2472 12.8136 11.1728 0.0 -0.7 0.5
C -17.3365 14.4725 7.2316 2.0 1.0 -0.5
C -26.1977 11.4415 19.1999 0.0 -0.3 0.5
C -20.3426 18.6347 7.2180 0.3 -0.7 0.6
C -18.0520 16.7191 13.2883 -0.7 1.2 -0.3
C -23.2394 13.3172 16.5501 -1.1 -1.3 1.5
C -22.1680 14.9377 8.9515 -1.8 0.0 -0.4
B -24.5997 12.7792 18.2900 -0.5 -0.2 0.9
B -17.2352 13.4634 9.2752 1.5 0.2 -0.7
B -17.2751 18.1249 11.6837 0.5 0.7 -1.5
B -21.2783 16.9991 8.5272 0.2 0.3 -1.2
```
Positions in Å, forces in eV/Å.

***

2.
One molecule with the formula C3H5NO, computed with ωB97M-V/def2-TZVPD.

Charge: 0
E_LUMO (alpha / beta) in eV: 0.820 / 0.822
Orbital gap (alpha / beta) in eV: 7.457 / 7.215

```
10
Properties=species:S:1:pos:R:3:forces:R:3
O 1.8809 0.7487 0.1328 -0.4 0.6 -0.1
N 0.1547 -0.9774 -0.3880 0.3 -0.1 -0.1
C 0.7159 0.1889 -0.2276 -0.5 0.1 -0.1
C -1.1509 -1.2333 -0.0877 -0.3 -0.3 0.2
C 0.4892 1.4307 0.4005 0.5 0.2 0.1
H -1.7235 -1.7801 -0.8244 0.0 -0.1 0.1
H 0.1469 2.2729 -0.2105 0.7 -0.1 0.1
H 0.7151 -1.7000 -0.8277 -0.1 0.1 0.1
H 0.3962 1.5510 1.4751 -0.2 -0.2 -0.1
H -1.6245 -0.5016 0.5574 0.0 -0.1 -0.2
```
Positions in Å, forces in eV/Å.

***

The ΔE to the lowest compared entry with this formula, charge and spin results, record by record, are as follows: 20.5 111.5 kcal per mole.
The maximum force results, record by record, are as follows: 0.0444 0.0137 Eh/bohr.
The total energy results, record by record, are as follows: -3143.56236 -247.12951 Ha.